Record 1
DFT (ωB97M-V with the def2-TZVPD basis set) results for a structure of composition C40H44NO3PPtS2Si in a non-equilibrium geometry.

Properties
spin multiplicity: 1
HOMO-LUMO gap (alpha / beta): 4.44 / 4.44 eV
highest occupied orbital energy (alpha / beta): -0.3 / -0.3 eV
energy relative to the best compared isomer or geometry (same formula, charge and spin): 3.699 eV
net charge: -2

Last column: Mulliken charge in e.
CARTESIAN COORDINATES (ANGSTROEM)
Pt1 0.4313 -1.4675 -0.5035  1.349
C1 2.4000 -0.5737 -0.7102  -1.388
Si1 3.1228 0.9621 0.0715  -0.312
C2 2.1225 2.4967 -0.5316  -1.099
N1 0.7259 2.1256 -0.5239  0.521
C3 0.0384 2.4152 0.7202  0.234
C4 -1.3412 3.0304 0.5007  0.151
C5 -1.2340 4.2384 -0.4280  -1.078
C6 -0.5600 3.8671 -1.7597  -0.819
C7 -0.0242 2.4245 -1.7087  -0.728
C8 3.1894 0.9972 1.9803  0.899
C9 3.2250 -0.1928 2.6990  -0.845
C10 3.2347 -0.1981 4.0837  -0.471
C11 3.2073 0.9947 4.7856  -0.558
C12 3.1829 2.1908 4.0902  -0.650
C13 3.1820 2.1847 2.7050  -0.007
C14 4.9090 1.4552 -0.4110  0.506
C15 5.9804 1.4313 0.4857  -0.170
C16 7.2535 1.8098 0.1076  -0.714
C17 7.5066 2.2182 -1.1944  -0.394
C18 6.4661 2.2150 -2.1138  -0.705
C19 5.1990 1.8332 -1.7247  -0.423
H1 3.0577 -1.4336 -0.5522  0.783
H2 2.3370 -0.4300 -1.8016  0.503
H3 2.4245 2.7259 -1.5548  0.698
H4 2.3038 3.4175 0.0475  0.243
H5 0.6406 3.1175 1.3191  0.413
H6 -0.0637 1.4908 1.2972  -0.738
H7 -1.7510 3.3366 1.4670  0.630
H8 -2.0125 2.2764 0.0882  -0.472
H9 -0.6415 5.0031 0.0823  0.401
H10 -2.2279 4.6584 -0.6028  0.420
H11 0.2721 4.5468 -1.9547  0.380
H12 -1.2601 3.9637 -2.5917  0.449
H13 0.6118 2.2342 -2.5768  0.628
H14 -0.8514 1.7141 -1.7503  -0.115
H15 3.2424 -1.1249 2.1568  0.353
H16 3.2584 -1.1358 4.6225  0.409
H17 3.2119 0.9959 5.8695  0.347
H18 3.1604 3.1291 4.6318  0.378
H19 3.1822 3.1294 2.1785  0.339
H20 5.7953 1.1212 1.5052  0.312
H21 8.0625 1.7959 0.8288  0.375
H22 8.5002 2.5315 -1.4913  0.351
H23 6.6536 2.5179 -3.1372  0.368
H24 4.3987 1.8303 -2.4513  0.319
C20 -3.4701 1.4408 -2.5526  -0.834
C21 -4.3453 0.3433 -2.0298  0.424
C22 -5.6670 0.2658 -2.4360  -0.781
C23 -6.5025 -0.7463 -1.9910  -0.686
C24 -5.9864 -1.7257 -1.1545  -1.066
C25 -4.6735 -1.6554 -0.7431  0.354
C26 -3.8368 -0.6004 -1.1221  -0.127
P1 -2.0577 -0.5656 -0.5677  0.999
C27 -1.6210 -2.2591 -1.1902  -0.540
C28 -1.2713 -2.1594 -2.5631  0.306
C29 -1.2348 -3.2644 -3.3859  -0.927
C30 -1.5499 -4.5077 -2.8672  -0.253
C31 -1.8739 -4.6270 -1.5247  -0.918
C32 -1.9239 -3.5415 -0.6673  1.595
C33 -2.1990 -3.7947 0.7859  -1.655
C34 -2.3177 -0.6174 1.2376  1.367
C35 -3.5148 -0.1695 1.7992  -1.037
C36 -3.6346 0.0490 3.1580  -0.853
C37 -2.5468 -0.1731 3.9861  -0.771
C38 -1.3497 -0.5957 3.4360  -0.989
C39 -1.1999 -0.8147 2.0667  0.771
C40 0.1397 -1.2272 1.5569  -1.733
H25 -3.9556 1.9769 -3.3678  0.452
H26 -2.5344 1.0208 -2.9199  0.167
H27 -3.2316 2.1534 -1.7633  0.029
H28 -6.0602 1.0204 -3.1086  0.375
H29 -7.5375 -0.7762 -2.3048  0.361
H30 -6.6168 -2.5382 -0.8176  0.439
H31 -4.2885 -2.4239 -0.0959  0.328
H32 -1.0869 -1.1723 -2.9845  0.203
H33 -0.9522 -3.1605 -4.4251  0.367
H34 -1.5025 -5.3873 -3.4899  0.251
H35 -2.0758 -5.6082 -1.1230  0.145
H36 -2.3207 -4.8632 0.9424  0.521
H37 -3.0838 -3.2810 1.1652  0.363
H38 -1.3449 -3.4757 1.3783  0.025
H39 -4.3704 0.0122 1.1618  0.350
H40 -4.5718 0.4047 3.5689  0.372
H41 -2.6307 -0.0129 5.0543  0.352
H42 -0.4927 -0.7456 4.0808  0.505
H43 0.3542 -2.2578 1.8940  0.874
H44 0.8961 -0.5851 2.0220  -0.704
O1 0.4613 -6.2355 -2.0024  -0.639
S1 1.0460 -5.6109 -0.8148  0.934
O2 2.3507 -6.1854 -0.4760  -0.673
O3 0.1459 -5.5481 0.3343  -0.618
S2 1.5217 -3.6460 -1.3888  -0.497

Record 2
DFT (ωB97M-V with the def2-TZVPD basis set) results for the molecule C11H12Cl2O5 in a non-equilibrium geometry.

Properties
spin multiplicity: 1
HOMO-LUMO gap: 9.22 eV
structure (SMILES): CC(=O)OC(=O)C[C@]1(/C(Cl)=C(\C)Cl)CCOC1=O
highest occupied orbital energy: -9.4 eV
energy relative to the best compared isomer or geometry (same formula, charge and spin): 8.440 eV

Last column: natural (NBO) charge in e.
CARTESIAN COORDINATES (ANGSTROEM)
C1 -3.1943 -3.1953 1.9568  -0.718
C2 -2.3121 -2.1958 0.9454  0.798
O1 -3.0000 -1.2877 0.2503  -0.544
O2 -0.8530 -2.3792 0.9586  -0.552
C3 -0.2188 -1.9558 -0.2988  0.791
O3 -0.6954 -2.1441 -1.5351  -0.533
C4 1.2671 -1.2285 -0.1809  -0.480
C5 1.1673 0.4393 -0.2134  -0.198
C6 1.1638 0.8990 -1.7553  -0.036
Cl1 2.7074 0.4587 -2.7625  -0.044
C7 0.1107 1.5833 -2.5442  0.059
C8 -1.3050 1.9758 -1.8390  -0.698
Cl2 0.3274 2.0086 -4.3688  -0.011
C9 2.6208 0.8183 0.5256  -0.430
C10 2.1866 2.2553 1.2650  -0.098
O4 0.8107 2.1052 1.7986  -0.503
C11 0.2125 1.0278 0.9527  0.776
O5 -1.0158 0.7215 1.3800  -0.536
H1 -2.8939 -2.8356 3.0546  0.244
H2 -4.3467 -2.9919 1.8599  0.262
H3 -2.8908 -4.3268 1.8431  0.246
H4 1.7295 -1.5307 0.8757  0.237
H5 2.0038 -1.6597 -0.9818  0.282
H6 -1.0869 2.9253 -1.1487  0.237
H7 -2.1124 2.3624 -2.6259  0.259
H8 -1.7153 1.1161 -1.1445  0.285
H9 3.5033 1.1873 -0.1464  0.262
H10 2.9407 0.1876 1.4601  0.237
H11 2.9014 2.6913 2.0827  0.224
H12 1.9873 2.9683 0.3363  0.181

Record 3
DFT (ωB97M-V with the def2-TZVPD basis set) results for a structure of composition CF3O7S2Sn in a non-equilibrium geometry.

Properties
spin multiplicity: 1
HOMO-LUMO gap: 5.07 eV
highest occupied orbital energy: -5.4 eV
energy relative to the best compared isomer or geometry (same formula, charge and spin): 0.000 eV
net charge: -1

Last column: natural (NBO) charge in e.
CARTESIAN COORDINATES (ANGSTROEM)
Sn1 -17.9327 -19.6582 -9.6901  1.526
S1 -17.6244 -16.8509 -11.8276  2.557
O1 -17.4980 -18.3085 -12.2397  -1.106
O2 -17.8393 -16.9527 -10.3219  -1.050
O3 -16.3894 -16.1549 -12.1406  -1.002
O4 -18.8132 -16.2989 -12.4507  -1.005
C1 -21.3748 -18.6711 -6.0948  0.717
F1 -22.1888 -18.7341 -7.1453  -0.319
F2 -21.8293 -17.8361 -5.1695  -0.308
F3 -21.2840 -19.8908 -5.5532  -0.329
S2 -19.6647 -18.1462 -6.6943  2.309
O5 -19.0700 -19.3998 -7.2238  -1.084
O6 -19.8631 -17.1012 -7.6607  -0.940
O7 -18.9785 -17.6725 -5.5158  -0.968

Record 4
DFT (ωB97M-V with the def2-TZVPD basis set) results for a cluster of 2 separate species, C10H20N3S in total in a non-equilibrium geometry.

Properties
<S²>: 2.014
spin multiplicity: 3
HOMO-LUMO gap (alpha / beta): 6.26 / 8.20 eV
highest occupied orbital energy (alpha / beta): -9.0 / -13.3 eV
energy relative to the best compared isomer or geometry (same formula, charge and spin): 0.000 eV
net charge: +1

Last column: natural (NBO) charge in e.
CARTESIAN COORDINATES (ANGSTROEM)
C1 -4.5948 0.7528 0.8697  -0.015
C2 -4.1240 1.7196 0.0320  -0.394
C3 -2.8358 -0.3599 -0.2039  -0.081
C4 2.8969 -0.5822 -1.2158  -0.577
C5 4.1540 0.5314 0.6689  -0.596
C6 0.8787 2.1024 0.3218  -0.657
C7 1.0611 -0.2866 0.9307  -0.692
C8 2.9778 0.6290 -0.3144  -0.280
C9 -2.0269 -1.4354 -0.4377  0.405
C10 1.6973 0.8372 0.2989  0.088
N1 -3.8618 -0.4291 0.6975  -0.475
N2 -0.8981 -1.3355 -1.2686  -0.798
N3 -2.2680 -2.7475 0.0046  -0.792
S1 -2.7353 1.2450 -0.9001  0.508
H1 -5.5546 0.8750 1.4292  0.273
H2 -4.3602 2.7360 -0.0816  0.265
H3 3.8226 -0.7239 -1.7037  0.220
H4 2.0034 -0.4682 -1.9384  0.179
H5 2.7370 -1.4518 -0.6479  0.195
H6 3.7954 0.9369 1.6822  0.216
H7 4.2827 -0.4660 0.8128  0.201
H8 4.8885 1.0935 0.1449  0.229
H9 1.4866 3.0960 0.1470  0.230
H10 0.2378 2.1410 -0.6444  0.180
H11 0.1321 2.2776 1.0559  0.216
H12 0.3862 -0.0580 1.8989  0.204
H13 1.8545 -0.9877 1.2475  0.217
H14 0.3609 -0.8416 0.2417  0.217
H15 3.2284 1.5000 -0.9941  0.202
H16 -0.5433 -2.1153 -1.9263  0.428
H17 -0.7192 -0.5038 -1.7972  0.413
H18 -1.4633 -3.3292 -0.3829  0.419
H19 -2.7676 -3.0969 0.8182  0.428
H20 -4.1289 -1.2549 1.1542  0.426

Number 1: E -91910.59004 eV. Number 2: E -46875.65848 eV. Number 3: E -51023.77318 eV. Number 4: E -25989.74021 eV.